Formula: C5H7NO
Source: the OMol25 dataset
Level of theory: ωB97M-V/def2-TZVPD

```
14
Properties=species:S:1:pos:R:3
H -1.874 0.543 1.585
C 0.094 -1.401 -0.115
C 0.483 0.785 -0.081
H -2.392 -0.802 0.541
C 1.612 0.197 -0.579
H 1.009 2.568 0.239
H -0.489 -2.303 -0.015
C 1.370 -1.210 -0.575
N -0.452 -0.166 0.191
O 0.177 2.081 0.198
H 2.081 -1.980 -0.843
H 2.450 0.728 -0.998
C -1.814 0.122 0.577
H -2.254 0.836 -0.125
```

Properties
Energy above the lowest of the compared OMol25 structures with the same formula, charge and spin = 66.3 kJ/mol
HOMO-LUMO gap = 8.48 eV
Largest force on an atom = 0.3 eV/A
SMILES = Cn1cccc1O
Total charge = 0

Atomic partial charges in e from the Mulliken method, atoms 1 to 2: H 0.2719; C -0.3579